Entry 1:
A molecular structure, C32H64N17S2V, computed with ωB97M-V/def2-TZVPD.

CARTESIAN COORDINATES (ANGSTROEM)
V  -0.255  0.757  0.707
C  -4.298  -3.194  1.200
N  -2.957  -3.748  1.426
C  -3.033  -5.187  1.733
C  -1.757  -3.152  1.464
N  -1.590  -1.852  1.855
C  -2.709  -1.140  2.503
C  -2.295  0.124  3.212
N  -1.786  1.232  2.357
C  -1.186  2.216  3.315
C  0.013  2.909  2.699
N  0.801  1.862  2.068
C  2.042  1.589  2.422
N  2.897  2.512  2.896
C  2.852  3.909  2.476
C  3.965  2.186  3.838
N  2.492  0.311  2.225
C  1.875  -0.930  2.736
C  3.854  0.081  1.754
C  -2.899  1.895  1.617
C  -3.052  1.341  0.215
N  -1.753  1.376  -0.474
C  -1.750  1.880  -1.735
N  -2.421  3.015  -2.020
C  -2.596  4.088  -1.053
C  -3.103  3.234  -3.294
N  -1.056  1.291  -2.715
C  -0.403  2.043  -3.788
C  -0.863  -0.148  -2.800
N  -0.700  -3.911  1.128
C  0.558  -3.995  1.852
C  -0.767  -4.820  -0.018
H  -4.866  -3.954  0.665
H  -4.367  -2.283  0.612
H  -4.798  -3.038  2.158
H  -3.854  -5.332  2.435
H  -2.114  -5.530  2.197
H  -3.236  -5.772  0.837
H  -3.146  -1.801  3.253
H  -3.488  -0.916  1.780
H  -1.528  -0.107  3.943
H  -3.167  0.485  3.768
H  -0.832  1.669  4.186
H  -1.947  2.922  3.655
H  0.560  3.432  3.484
H  -0.287  3.667  1.964
H  2.177  4.024  1.631
H  3.853  4.210  2.163
H  2.538  4.565  3.288
H  3.805  1.199  4.262
H  3.945  2.913  4.649
H  4.946  2.227  3.362
H  0.127  -1.525  3.608
H  2.262  -1.128  3.741
H  2.256  -1.713  2.072
H  4.260  1.001  1.341
H  3.820  -0.669  0.961
H  4.522  -0.278  2.540
H  -2.644  2.954  1.539
H  -3.828  1.829  2.190
H  -3.804  1.920  -0.323
H  -3.415  0.312  0.218
H  -1.925  3.945  -0.209
H  -3.625  4.145  -0.690
H  -2.355  5.037  -1.533
H  -3.166  2.303  -3.849
H  -2.605  3.990  -3.902
H  -4.116  3.578  -3.082
H  -0.338  3.097  -3.540
H  -0.920  1.921  -4.740
H  0.610  1.656  -3.900
H  -1.438  -0.641  -2.028
H  0.192  -0.408  -2.706
H  -1.208  -0.481  -3.782
H  0.526  -3.411  2.764
H  1.385  -3.667  1.220
H  0.727  -5.038  2.128
H  -1.672  -4.639  -0.589
H  -0.739  -5.864  0.297
H  0.098  -4.609  -0.651
N  0.438  -0.962  2.829
C  -0.344  -1.143  1.624
C  4.261  -3.372  -0.911
N  3.429  -3.608  -2.075
C  3.872  -4.275  -3.207
C  2.842  -4.278  -4.073
N  1.817  -3.607  -3.430
C  2.147  -3.180  -2.183
S  0.454  -1.300  0.125
H  4.812  -4.274  -0.652
H  3.612  -3.098  -0.082
H  4.974  -2.568  -1.097
H  4.861  -4.687  -3.292
H  2.752  -4.694  -5.059
H  0.903  -3.473  -3.826
N  -5.017  -0.984  -1.356
N  -3.880  -0.919  -2.231
H  -5.749  -1.578  -1.741
H  -5.408  -0.050  -1.295
H  -4.168  -0.864  -3.206
H  -3.386  -1.799  -2.124
N  4.799  3.468  -3.776
C  3.474  3.627  -3.685
S  2.536  4.436  -4.753
C  2.800  2.919  -2.557
C  2.999  1.567  -2.311
C  2.171  0.912  -1.410
N  1.198  1.536  -0.740
C  1.075  2.864  -0.914
C  1.834  3.585  -1.803
H  5.292  3.915  -4.536
H  5.345  3.083  -3.023
H  3.735  0.996  -2.862
H  2.268  -0.156  -1.256
H  0.293  3.351  -0.341
H  1.660  4.641  -1.959

## Properties
**⟨S²⟩**: 0.820
**LUMO (alpha / beta)**: -0.2683 / -0.2634 hartree
**Total charge**: +3
**Multiplicity**: 2

Atom charges from the Löwdin analysis, given in e for atoms 1 to 6:
1. V 0.73
2. C -0.03
3. N -0.09
4. C -0.01
5. C -0.28
6. N 0.03

Entry 2:
A molecular structure, C14H24ClGdN5O6, computed with ωB97M-V/def2-TZVPD.

CARTESIAN COORDINATES (ANGSTROEM)
O  -3.382  0.111  -1.627
H  -4.011  0.517  -2.306
Gd  -0.555  -0.218  -0.789
N  -1.926  0.608  0.974
N  -0.643  2.143  -0.315
N  0.539  -2.287  -0.585
N  1.849  -0.163  -1.352
O  -2.341  -0.392  1.600
O  -0.098  -3.510  -0.226
O  2.690  0.936  -1.568
O  0.230  2.757  -1.009
C  -1.793  2.730  0.117
C  -2.591  1.784  0.882
C  1.820  -2.489  -0.937
C  2.552  -1.311  -1.379
C  -4.048  1.884  1.123
H  -4.529  1.165  0.472
H  -4.453  2.880  0.933
H  -4.263  1.595  2.150
C  -2.315  4.014  -0.390
H  -2.271  4.008  -1.472
H  -1.713  4.857  -0.057
H  -3.347  4.194  -0.067
C  2.449  -3.826  -0.737
C  3.999  -1.438  -1.729
H  1.654  -4.551  -0.586
H  3.027  -3.797  0.195
H  3.090  -4.102  -1.594
H  4.462  -0.448  -1.776
H  4.066  -1.898  -2.726
H  4.511  -2.093  -0.996
H  -0.907  -3.277  0.253
H  2.074  1.700  -1.456
C  -0.929  -0.085  -3.144
H  -2.048  -0.169  -3.123
H  -0.449  -0.944  -3.658
H  -0.704  0.906  -3.612
O  -3.331  -2.426  -0.897
H  -3.899  -1.610  -0.998
H  -2.898  -2.454  -1.767
Cl  3.085  -1.934  4.290
C  2.353  -0.606  3.538
C  2.386  0.650  4.136
C  1.766  1.710  3.481
C  1.145  1.460  2.250
N  1.084  0.243  1.721
C  1.685  -0.787  2.314
H  2.878  0.764  5.095
H  1.746  2.705  3.888
H  0.682  2.249  1.649
H  1.623  -1.756  1.818

## Properties
**⟨S²⟩**: 15.937
**LUMO (alpha / beta)**: -0.1839 / -0.2282 hartree
**Total charge**: +1
**Multiplicity**: 8

Atom charges from the Löwdin analysis, given in e for atoms 1 to 6:
1. O -0.42
2. H 0.01
3. Gd 1.70
4. N -0.26
5. N -0.26
6. N -0.11

Entry 3:
A molecular structure, C49H54KN4OP2SSb, computed with ωB97M-V/def2-TZVPD.

CARTESIAN COORDINATES (ANGSTROEM)
K  1.823  0.242  0.336
C  -3.429  2.577  -1.827
C  -2.887  2.475  -0.552
C  -1.525  2.317  -0.381
C  -0.649  2.261  -1.476
C  -1.222  2.307  -2.757
C  -2.586  2.485  -2.925
N  0.712  2.132  -1.226
C  1.597  2.931  -1.781
C  1.261  4.033  -2.656
C  2.208  4.811  -3.236
C  3.593  4.599  -2.989
C  3.963  3.643  -2.102
C  3.007  2.814  -1.442
N  3.355  1.941  -0.477
N  4.607  1.905  -0.170
C  5.005  1.003  0.791
C  6.395  0.949  1.016
C  6.902  0.059  1.934
C  6.021  -0.770  2.625
C  4.672  -0.641  2.351
N  4.159  0.212  1.470
H  -4.495  2.719  -1.960
H  -3.522  2.527  0.326
H  -1.109  2.239  0.613
H  -0.576  2.193  -3.620
H  -2.997  2.559  -3.925
H  0.216  4.238  -2.837
H  1.908  5.618  -3.894
H  4.328  5.216  -3.488
H  5.000  3.481  -1.845
H  7.030  1.613  0.447
H  7.968  0.003  2.116
H  6.372  -1.489  3.353
H  3.949  -1.262  2.875
C  -0.398  -1.661  3.611
P  0.535  -0.173  3.046
C  1.567  0.044  4.564
C  -0.704  1.153  3.298
C  -2.040  0.909  3.609
C  -2.937  1.958  3.740
C  -2.507  3.266  3.571
C  -1.186  3.520  3.239
C  -0.280  2.476  3.079
P  1.436  2.701  2.451
C  2.190  3.632  3.867
C  1.216  4.152  1.339
H  -0.840  -1.522  4.600
H  0.301  -2.498  3.652
H  -1.171  -1.897  2.878
H  0.954  0.298  5.429
H  2.308  0.820  4.387
H  2.097  -0.891  4.757
H  -2.403  -0.104  3.728
H  -3.975  1.753  3.969
H  -3.207  4.086  3.677
H  -0.874  4.546  3.081
H  1.550  4.459  4.178
H  3.153  4.025  3.537
H  2.360  2.975  4.719
H  0.937  5.054  1.886
H  0.466  3.924  0.586
H  2.164  4.325  0.826
C  2.207  -3.456  1.376
C  1.885  -3.223  -0.086
O  2.669  -2.137  -0.544
C  2.476  -1.850  -1.916
C  3.630  -0.994  -2.398
H  1.592  -4.263  1.775
H  2.009  -2.540  1.936
H  3.261  -3.713  1.489
H  0.820  -3.003  -0.205
H  2.111  -4.123  -0.677
H  1.517  -1.329  -2.066
H  2.445  -2.789  -2.487
H  3.679  -0.074  -1.817
H  3.502  -0.740  -3.450
H  4.567  -1.535  -2.265
S  -0.827  -0.916  -0.113
Sb  -2.490  -1.886  -1.257
C  -1.947  -3.909  -1.702
C  -0.808  -4.135  -2.466
C  -0.353  -5.428  -2.674
C  -1.028  -6.499  -2.106
C  -2.165  -6.277  -1.344
C  -2.627  -4.984  -1.142
C  -4.036  -2.024  0.208
C  -5.159  -1.209  0.226
C  -5.925  -1.112  1.380
C  -5.563  -1.814  2.519
C  -4.441  -2.633  2.503
C  -3.678  -2.735  1.352
C  -3.042  -1.096  -3.161
C  -4.334  -0.701  -3.474
C  -4.623  -0.254  -4.755
C  -3.627  -0.212  -5.719
C  -2.332  -0.596  -5.400
C  -2.037  -1.029  -4.117
H  -0.262  -3.302  -2.894
H  0.535  -5.596  -3.270
H  -0.665  -7.508  -2.254
H  -2.692  -7.111  -0.897
H  -3.520  -4.821  -0.550
H  -5.442  -0.634  -0.647
H  -6.793  -0.465  1.394
H  -6.143  -1.711  3.427
H  -4.142  -3.170  3.395
H  -2.786  -3.352  1.350
H  -5.123  -0.733  -2.733
H  -5.629  0.057  -5.007
H  -3.859  0.125  -6.721
H  -1.552  -0.539  -6.148
H  -1.018  -1.294  -3.860

## Properties
**LUMO**: -0.0005 hartree

Atom charges from the Löwdin analysis, given in e for atoms 1 to 6:
1. K 0.40
2. C -0.12
3. C -0.09
4. C -0.08
5. C -0.33
6. C -0.06

Short version: E_tot = -3928.12897, -2498.29148, -4114.88540 a.u., in the order given.
Short version: energy relative to the best compared isomer or geometry (same formula, charge and spin) = 7.29, 48.61, 8.39 kcal/mol, in the order given.